--- i ---
25
Properties=species:S:1:pos:R:3:mulliken_charge:R:1 method="wB97M-V/def2-TZVPD" smiles="CC1=Cc2cnccc2[N+]1(C)C" homo_lumo_gap_ev=9.3 charge=+1 homo_energy_ev=-12.87
N -0.77742 -0.47757 -0.09587 0.25
N 3.54542 0.31400 -0.05704 -0.51
C -1.19132 -1.03084 1.22427 -1.06
C 3.23050 -0.97560 0.09554 -0.33
C 0.00413 1.68555 0.14942 -0.82
C -2.42195 1.57419 0.09124 -1.58
C -1.08967 0.93386 0.04749 0.50
C 1.88199 -1.41889 0.04950 -0.57
C 2.59506 1.21933 -0.11112 -0.70
C 1.21056 0.94769 0.03701 0.85
C 1.00570 -0.38689 -0.03148 0.64
C -1.02482 -1.05611 -1.48531 -0.84
H -0.99990 -2.02294 1.17935 0.48
H 3.10992 2.25767 -0.18884 0.33
H -0.96264 -2.13385 -1.34888 0.36
H -0.71066 -0.57340 2.08961 0.34
H -0.40928 -0.45247 -2.06170 0.40
H -2.21462 -0.98711 1.27754 0.51
H -3.03673 0.86784 -0.49716 0.32
H -2.40783 2.53978 -0.28312 0.50
H 3.91008 -1.79604 0.21747 0.40
H -2.12961 -0.93666 -1.72792 0.35
H 1.50672 -2.48496 0.05223 0.35
H 0.07870 2.79654 0.28949 0.46
H -2.70232 1.59688 1.08827 0.36


--- ii ---
25
Properties=species:S:1:pos:R:3:mulliken_charge:R:1 method="wB97M-V/def2-TZVPD" homo_lumo_gap_ev=8.0 charge=+1 homo_energy_ev=-13.16
N 3.07818 -0.72854 -0.15212 -0.29
N -1.71870 -1.28886 1.44854 -0.61
C 1.19078 -2.17153 -0.26631 -1.32
C -0.61408 2.78290 0.26122 -0.65
C 0.84380 0.30644 0.07943 0.55
C 0.83248 2.73256 0.41383 -0.50
C 1.71655 -0.83093 -0.10514 1.24
C 1.53355 1.54885 0.16975 -1.04
C -2.59867 -0.70096 -0.82635 -1.53
C -0.57616 0.32305 0.09306 1.05
C -1.24329 1.60780 0.23955 -0.57
C -1.56529 -0.73655 0.28402 0.09
H -3.60997 -0.32164 -0.60389 0.43
H -1.11939 3.78301 0.54851 0.34
H -2.38374 -0.25460 -1.78722 0.45
H 3.61244 -1.41761 -0.68708 0.29
H 2.57598 1.45060 0.28027 0.36
H 1.73413 -3.01576 -0.48993 0.47
H -2.74958 -1.74461 -1.09751 0.40
H 1.50552 3.56734 0.57951 0.39
H -2.31618 1.52810 0.12837 0.34
H 3.46694 0.08302 0.05305 0.08
H 0.26148 -2.22287 -0.83462 0.35
H 0.62403 -2.33928 0.71258 0.36
H -2.48078 -1.93993 1.55848 0.30


--- iii ---
25
Properties=species:S:1:pos:R:3:mulliken_charge:R:1 method="wB97M-V/def2-TZVPD" homo_lumo_gap_ev=7.9 charge=+1 homo_energy_ev=-11.86
N -1.46241 -0.51138 0.15994 -0.38
N 0.60538 2.05369 -1.08176 0.13
C 0.08795 -1.33568 1.78098 -0.28
C 2.13095 -2.32964 1.12749 -0.20
C 0.58827 -1.51483 -0.54439 -0.18
C 1.76017 -2.14397 -0.19846 -0.58
C 1.26678 -1.94708 2.13118 -0.78
C -2.61022 -0.58101 0.72173 -0.35
C 1.81192 2.14305 -1.38104 -0.16
C -0.34647 -1.20326 0.48146 0.28
C -1.71374 2.69758 -1.22499 -1.17
C -0.56739 1.92853 -0.82987 0.47
H 2.29866 -2.73388 -1.04723 0.26
H -0.48816 -0.91529 2.51280 0.51
H -1.39725 3.70170 -1.28633 0.38
H -2.32254 2.44444 -2.13683 0.31
H -3.31509 0.18931 0.49263 0.21
H 2.71126 2.48107 -0.82086 0.29
H -2.96361 -1.39590 1.36920 0.32
H -2.40739 2.52812 -0.38315 0.30
H 1.96924 1.64319 -2.30941 0.29
H 0.31272 -1.43409 -1.59243 0.49
H 1.73441 -2.04064 3.13301 0.33
H 3.16368 -2.68189 1.37429 0.34
H -0.84712 0.95786 -0.44797 0.18


Stability ranking, top and bottom: ii is the most stable and iii is the least stable.


--- i ---
82
Properties=species:S:1:pos:R:3:mulliken_charge:R:1 method="wB97M-V/def2-TZVPD" homo_lumo_gap_ev=4.1 homo_energy_ev=-4.24
Se -0.56766 -1.11860 2.15001 -0.28
Sc 0.42118 1.60671 0.23980 0.04
Cl -2.02593 1.14497 0.26915 -0.49
Cl 1.80735 3.47349 -0.30328 -0.53
Cl 0.15629 0.97135 -2.08564 0.25
Si -0.59933 2.70110 -3.33019 0.44
O 1.73262 0.08749 -0.06677 -0.54
O 0.15293 2.29121 2.10827 0.86
O -0.32720 -1.78410 -2.07709 -0.20
N 1.21117 0.01566 4.10910 0.35
N 0.12122 4.49952 2.56997 0.35
N -0.84047 0.67218 4.36107 0.42
N 2.65855 -1.63832 -1.21717 0.47
C -0.79092 -4.30850 -2.88975 -0.15
C -0.01895 -3.62057 0.24937 0.84
C -0.49217 3.39841 2.19653 -0.49
C 1.22173 1.01278 5.06717 -0.48
C -1.41053 3.76421 -2.06023 -0.81
C 2.04707 -1.13292 -0.16520 -0.06
C 2.77757 -0.87860 -2.45777 -0.97
C 1.52224 4.39734 2.97610 -0.88
C -1.88999 2.29199 -4.65363 -0.98
C 0.06877 -4.34687 1.44002 -1.15
C -0.05350 -0.16539 3.61988 -0.31
C -2.23817 0.91017 4.08201 -0.80
C -1.23165 -3.07618 -0.16125 -0.53
C 2.38014 -0.63693 3.56927 -0.93
C -2.27533 -3.94226 1.84959 -0.71
C 1.03809 3.47372 -3.81644 -1.04
C -0.57920 5.78130 2.61829 -0.94
C -0.45886 -4.96865 -4.16676 -1.71
C -2.36198 -3.22609 0.66161 -0.16
C -1.33400 -3.05448 -2.76778 0.85
C -0.06887 1.41246 5.24049 -0.72
C -1.84006 -2.28817 -3.95823 -1.68
C 3.07986 -3.03337 -1.27306 -0.96
C -1.04399 -4.45316 2.26880 -0.52
C -1.40009 -2.30737 -1.44159 -0.61
H 1.02776 -4.79442 1.72270 0.37
H -0.87582 6.03426 3.64821 0.34
H 1.84970 -0.97837 -3.03946 0.16
H 3.97078 -3.09000 -1.89341 0.38
H -2.21063 -2.94222 -4.74877 0.43
H -2.17996 3.20600 -1.53099 0.25
H 1.03543 3.94349 -4.80637 0.41
H -0.42483 -4.81433 -2.01115 0.34
H 2.31675 -3.65722 -1.75173 0.35
H 2.12656 -1.66017 3.27906 0.29
H 1.85099 -1.80547 0.67467 0.54
H 3.14770 -0.64897 4.34859 0.39
H 3.30301 -3.42375 -0.27637 0.27
H 1.60896 4.00036 3.99533 0.26
H -2.37703 1.71508 3.34792 0.18
H -2.63280 1.61970 -4.19539 0.25
H 3.59581 -1.32356 -3.02278 0.44
H -2.62657 -1.58369 -3.65870 0.26
H -0.69062 4.09752 -1.31676 0.04
H -3.29848 -2.75732 0.34915 0.37
H -1.49122 5.71221 2.01327 0.32
H 0.22835 -5.78780 -3.92217 0.41
H -0.95600 -4.94929 3.23839 0.36
H -2.43513 3.19979 -4.99933 0.35
H 0.07282 -4.31838 -4.87865 0.32
H -1.85418 4.66146 -2.48467 0.47
H 1.28718 4.25844 -3.09154 0.28
H -0.50615 2.13619 5.90681 0.50
H 0.06115 6.57614 2.21249 0.33
H -1.29894 -5.41102 -4.71865 0.33
H -3.16706 -4.07350 2.46686 0.36
H 1.85179 2.73815 -3.79480 0.28
H -0.98696 -1.68898 -4.31231 0.17
H 0.85753 -3.43742 -0.38051 0.56
H -2.67142 -0.00712 3.67251 0.25
H 2.98235 0.17554 -2.24325 0.27
H -2.23276 -1.59908 -1.35002 0.35
H 2.13130 1.34301 5.53519 0.50
H -2.73027 1.18571 5.02105 0.36
H 2.04460 3.71036 2.30358 0.26
H 2.76875 -0.10972 2.68891 0.27
H -1.46727 1.80520 -5.55348 0.32
H -1.54559 3.43679 1.89584 0.55
H 1.99254 5.38089 2.90606 0.32


--- ii ---
82
Properties=species:S:1:pos:R:3:mulliken_charge:R:1 method="wB97M-V/def2-TZVPD" homo_lumo_gap_ev=7.7 homo_energy_ev=-7.52
Se -1.05143 0.67586 4.65186 -0.31
Sc 1.59085 0.15013 -0.00070 -0.05
Cl 2.30064 0.56558 2.30741 -0.54
Cl 3.82791 0.40690 -0.76906 -0.45
Cl -1.13453 -2.09673 -3.58897 -0.38
Si -1.22573 -0.23224 -2.68401 1.75
O 1.01639 -0.24433 -1.93974 0.97
O 0.49409 1.86854 0.23194 -0.28
O 0.64025 -1.54931 0.84064 -0.75
N 0.26962 -0.24883 6.99845 0.24
N -0.65364 -2.92943 2.09137 0.19
N -1.88671 -0.21834 7.26137 0.26
N -0.21355 3.84306 1.14042 0.20
C -3.29110 0.02565 7.05227 -0.88
C 1.59571 2.73998 -5.50127 -0.73
C 0.40718 0.24110 -5.26470 0.22
C 1.29938 0.67061 -4.27302 0.32
C -1.15277 -3.57735 0.87056 -0.85
C -0.93071 1.69535 -2.54673 -0.90
C -1.24599 -3.35465 3.36393 -0.71
C 2.19021 -2.01523 -4.94020 0.05
C 1.59032 -0.06764 6.42652 -0.89
C -0.00839 5.25346 0.82309 -0.91
C 2.73701 -2.59518 -2.62092 -1.71
C -1.34505 -0.78180 8.40383 -0.48
C 0.68234 2.32003 -6.47121 -0.56
C 0.00899 -0.80761 8.23415 -0.43
C -1.59425 3.37815 1.38798 -0.57
C 1.90487 1.93072 -4.40778 -0.34
C 0.22385 -1.94093 1.98158 -0.09
C -0.89670 0.08379 6.35102 -0.20
C 0.73465 2.96681 0.81851 -0.25
C 1.78047 -0.26033 -3.14900 -0.39
C -1.88472 -0.55723 -0.95905 -0.36
C 2.40968 -3.41335 -5.40907 -1.57
C -2.39762 0.35448 -4.11904 -1.45
C 0.08970 1.06923 -6.34682 -1.35
C 2.16775 -1.66023 -3.63414 0.64
H -3.66888 0.68371 7.83857 0.35
H -1.96769 -1.10163 9.22801 0.45
H 2.68109 2.22800 -3.69731 0.41
H -1.81323 -2.89808 0.31649 0.35
H 3.72518 -2.94712 -2.95085 0.45
H 1.75640 3.26086 1.08609 0.55
H 0.88935 5.62555 1.32541 0.33
H -1.95565 -4.15203 3.14458 0.26
H -1.70475 -4.46129 1.19373 0.37
H -0.35670 2.00059 -1.67234 -0.55
H -2.20733 4.28242 1.48381 0.33
H 2.08351 3.70305 -5.60525 0.40
H -3.41385 0.50190 6.08207 0.23
H -0.30650 -3.85645 0.23035 0.29
H 0.01861 -0.78064 -5.25809 0.90
H -2.02400 0.40094 -0.42516 -0.06
H 2.76411 0.15745 -2.83525 0.26
H -0.48278 -3.74641 4.04377 0.29
H -2.22185 -0.15881 -5.07069 0.30
H -1.75434 -2.52966 3.87355 0.28
H 2.06655 -3.45485 -6.44588 0.39
H -2.85316 -1.07882 -1.08860 0.68
H 0.54933 -1.47818 2.92877 0.40
H -1.20658 -1.18637 -0.36711 -0.74
H 1.86347 -0.90152 5.77046 0.26
H 1.60244 0.84518 5.82794 0.37
H -0.43703 2.06605 -3.45329 0.37
H 0.39316 2.98238 -7.29037 0.37
H 2.87007 -2.11433 -1.64967 0.07
H -2.39721 1.43600 -4.31559 0.34
H -0.60514 0.69926 -7.09878 0.40
H 2.10387 -1.27261 -5.75042 0.56
H -1.63722 2.78701 2.31783 0.06
H 0.79531 -1.16151 8.88978 0.40
H -1.92064 2.17795 -2.47606 0.56
H -3.85550 -0.90960 7.07550 0.33
H 2.30612 -0.00266 7.25743 0.32
H -3.38072 0.06458 -3.72672 0.45
H 1.84784 -4.16004 -4.83186 0.32
H 2.08193 -3.47220 -2.54282 0.28
H -1.96939 2.76563 0.55101 0.19
H 3.45999 -3.73225 -5.40944 0.32
H -0.89449 5.80546 1.14636 0.32
H 0.12730 5.39443 -0.26146 0.33


Stability ranking, top and bottom: ii is the most stable and i is the least stable.


--- i ---
13
Properties=species:S:1:pos:R:3:mulliken_charge:R:1 method="wB97M-V/def2-TZVPD" homo_lumo_gap_ev="7.2 / 6.7" homo_energy_ev="-8.07 / -7.28"
S -3.43179 0.46827 -0.00389 -0.21
S 0.31498 -1.77585 0.10902 -0.10
C -2.18053 -0.75122 -0.07801 -0.12
C 1.98943 0.41972 -0.07322 0.01
C 1.78882 -0.93781 -0.20308 -0.38
C 1.08334 1.43496 -0.13695 -0.66
C -0.87493 -0.51068 0.05765 0.12
H 1.25235 2.31538 0.47649 0.21
H -0.39682 0.50882 0.11209 0.02
H 3.04631 0.68390 0.00279 0.31
H -2.57439 -1.73393 -0.28209 0.32
H -2.63629 1.49927 0.28138 0.14
H 2.61952 -1.62084 -0.26219 0.35


--- ii ---
13
Properties=species:S:1:pos:R:3:mulliken_charge:R:1 method="wB97M-V/def2-TZVPD" homo_lumo_gap_ev=8.5 homo_energy_ev=-8.55
S 0.49931 -1.78314 2.36279 -0.22
S 0.39737 0.44365 2.45492 0.00
C 0.81840 -0.22444 -0.01044 -0.34
C 0.75243 0.86335 0.98828 -0.20
C 1.31661 -1.50415 0.70623 -0.50
C -2.32641 2.01346 0.68327 -0.51
C -1.33018 2.03103 -0.12800 -0.21
H 2.46304 -1.27401 0.74327 0.29
H -0.53666 2.17095 -0.89742 0.43
H -3.08382 1.31772 0.82941 0.31
H 1.27918 -2.45516 0.10176 0.35
H 1.43309 0.21460 -0.75195 0.30
H -0.20618 -0.32886 -0.49536 0.30


Stability ranking, top and bottom: i is the most stable and ii is the least stable.